1.
Computed, not measured: an isolated ion of composition C35H36N5 and charge +1 in a non-equilibrium geometry, with wB97M-V/def2-TZVPD.

The geometry in XYZ format:
```
76
Properties=species:S:1:pos:R:3:forces:R:3:mulliken_charge:R:1
N 2.616 -0.535 -0.068 -2.6297 0.7640 1.4795 -1.0681
N 1.637 -0.270 0.465 0.8935 -0.1260 -0.8030 0.2901
N 0.477 0.048 0.851 1.8960 -0.9537 -0.5793 0.1819
C 0.258 0.081 2.311 -0.5317 -0.5369 -0.9493 3.3537
C -1.252 -0.239 2.488 -0.0790 -0.3788 0.2342 -1.3016
C -1.711 -0.955 3.612 0.1208 0.1791 -0.2629 -0.1252
C -3.071 -1.266 3.729 0.3935 0.1781 0.0661 -0.8978
C -3.981 -0.827 2.768 0.4776 0.1615 -0.0986 -0.7407
C -3.523 -0.106 1.664 0.1178 -0.0899 0.1093 -0.6895
C -2.164 0.156 1.508 0.2259 0.0529 -0.0155 0.0530
C 1.077 -1.127 2.814 -0.2521 0.1179 0.7058 0.4350
C 0.830 -2.308 2.096 0.0170 -0.6015 0.2489 -0.0176
C 1.517 -3.482 2.401 -0.0206 0.0463 0.0852 -0.7953
C 2.441 -3.496 3.466 -0.4615 0.6778 -0.4287 -0.6001
C 2.654 -2.316 4.192 0.1096 -0.7965 0.0139 -0.9670
C 1.960 -1.145 3.888 -0.0532 0.3817 -0.3288 -0.2317
C 0.532 1.488 2.953 1.2705 0.0546 0.7426 -1.3378
C -0.571 2.215 3.650 -1.2996 0.0366 -0.1928 -0.0142
C 0.049 3.471 4.251 -0.2244 0.6617 0.0932 -0.7650
C 1.462 3.557 3.665 0.8313 -0.4224 0.6946 -0.4298
N 1.409 2.736 2.364 0.2967 -0.1370 0.3229 -0.2972
H -0.997 -1.290 4.384 -0.4612 0.1612 -0.4986 0.4511
H -3.400 -1.853 4.587 -0.0084 0.1740 -0.2332 0.4434
H -5.031 -1.053 2.875 -0.0894 -0.0187 -0.0145 0.4232
H -4.209 0.250 0.902 -0.0241 -0.1633 0.1030 0.5077
H -1.788 0.643 0.598 -0.3837 -0.1990 0.4924 0.3230
H 0.053 -2.320 1.317 0.5420 0.0286 0.3509 0.3702
H 1.314 -4.381 1.793 0.2008 0.5332 0.5566 0.3912
H 2.965 -4.416 3.703 0.0177 0.2131 0.0599 0.4231
H 3.365 -2.327 5.016 -0.1731 0.0538 -0.1446 0.4457
H 2.127 -0.237 4.485 0.0430 -0.5465 -0.1870 0.4337
H 1.285 1.234 3.711 -0.2441 0.1295 -0.0186 -0.1991
H -1.361 2.481 2.924 0.2846 -0.1696 0.3371 -0.0404
H -1.046 1.578 4.404 0.1895 0.0914 -0.1804 0.6349
H -0.542 4.348 3.967 0.1410 -0.1259 -0.0121 0.0788
H 0.049 3.451 5.351 0.2897 -0.0647 -0.3732 0.5004
H 1.844 4.592 3.514 -0.3348 -0.9888 -0.1680 0.5610
H 2.164 3.011 4.341 -0.3482 0.5053 -0.5921 0.4639
H 2.305 2.283 2.190 0.1713 0.1666 0.1394 0.5743
C 1.763 6.954 2.158 0.6505 0.2088 -0.0919 -2.0385
C 0.539 6.186 1.850 -0.6038 -2.2911 0.3437 -0.0540
N -0.673 6.696 2.196 -0.5561 -0.2328 -0.5390 0.2180
C -0.890 7.948 2.876 0.1504 0.2656 0.0034 -0.9919
C -1.683 5.804 1.841 1.0857 -0.2382 -0.1474 -0.5552
C -1.074 4.697 1.186 -0.8064 0.2072 1.1481 1.9625
C -1.920 3.661 0.749 -0.8090 0.2705 -0.2543 0.0377
C -3.268 3.663 1.127 0.5588 0.5914 -0.0784 -0.5249
C -3.811 4.726 1.886 0.4181 0.1848 -0.0065 -1.1365
C -3.013 5.839 2.192 -1.4606 -0.0499 0.1786 -1.1112
C 0.335 4.867 1.351 0.6956 0.9821 0.1872 0.7876
C 1.356 3.773 1.196 0.2535 1.5219 -1.8526 -0.1174
C 1.305 3.198 -0.240 0.4559 0.5719 0.9656 -0.5179
C 0.520 2.115 -0.559 -0.7300 0.0811 0.1800 1.3650
C 0.623 1.524 -1.815 -0.4794 0.5254 0.5431 -0.9207
C 1.382 2.159 -2.791 -0.0804 -0.4453 -0.2620 0.7624
C 1.372 1.524 -4.147 0.1008 -0.2009 -0.3526 -1.4895
C 2.076 3.344 -2.520 -0.1214 0.3431 0.2288 -1.0917
C 2.032 3.874 -1.223 0.3801 -0.5025 -0.2960 -0.4787
H 2.643 6.459 1.724 -0.2008 0.2366 0.0989 0.3196
H 1.672 7.957 1.706 0.2312 -0.3283 0.2108 0.5490
H 1.953 7.086 3.241 -0.2078 -0.0533 -0.4237 0.4119
H -1.915 7.976 3.229 0.0690 0.1064 0.0485 0.3337
H -0.215 8.030 3.727 -0.0820 0.0309 0.0787 0.3628
H -0.714 8.801 2.219 -0.0839 -0.0072 -0.0277 0.3038
H -1.573 2.960 -0.001 -0.1560 -0.0666 0.4926 0.6387
H -3.914 2.859 0.791 0.0611 0.1021 0.0588 0.4944
H -4.856 4.677 2.211 0.4615 0.1677 -0.2233 0.3958
H -3.430 6.726 2.697 0.1052 -0.6987 -0.2417 0.2943
H 2.380 4.269 1.289 -1.2033 -0.8127 0.0874 0.7119
H -0.206 1.768 0.198 0.9553 0.3534 -1.0661 -1.0215
H 0.047 0.613 -2.037 0.2762 0.4972 -0.0128 0.3995
H 1.691 2.237 -4.902 0.0082 -0.0669 -0.1820 0.4008
H 2.042 0.653 -4.182 -0.0803 0.2369 -0.0046 0.2854
H 0.364 1.159 -4.396 0.3218 0.1886 0.0201 0.3608
H 2.631 3.853 -3.331 -0.3973 -0.3540 0.6381 0.3559
H 2.564 4.795 -0.958 -0.0910 -0.3751 -0.2036 0.4769
```
Positions in Å, forces in eV/Å.

Summary:
Electronic energy, Eh: -1628.74714
LUMO level, eV: -2.2803
Energy relative to the best compared isomer or geometry (same formula, charge and spin), kJ/mol: 55.37
Charge: +1
Orbital gap, eV: 8.06



2.
Computed, not measured: C25H53ClP2ReSi2 as an isolated structure in a non-equilibrium geometry, with wB97M-V/def2-TZVPD.

The geometry in XYZ format:
```
84
Properties=species:S:1:pos:R:3:forces:R:3:lowdin_spin:R:1
Re -0.176 0.162 -0.216 0.1354 1.4432 0.5218 1.3344
C -1.421 1.010 -1.803 -0.8268 0.5954 -1.0745 0.1018
C -2.039 1.244 -0.539 -0.7877 -0.1225 -0.4103 0.0364
C -1.110 2.044 0.225 -0.3681 0.6063 0.5924 0.0244
Si -3.757 0.578 -0.167 0.4496 -0.5677 0.1773 0.0065
C 0.055 2.272 -0.563 0.0927 0.3665 -0.3195 0.0238
C -0.129 1.612 -1.842 -0.0247 0.0854 -0.7637 0.0359
Si 0.949 1.487 -3.376 0.1531 -0.6333 0.3720 0.0064
H -1.872 0.452 -2.621 0.1458 0.0994 0.2478 0.0061
H -1.287 2.425 1.226 0.0705 -0.0353 -0.2328 0.0059
H 0.917 2.848 -0.280 0.0493 0.1110 0.0775 0.0056
Cl 2.342 -0.930 3.164 0.9200 -0.6451 1.1687 0.5116
C -0.078 0.992 -4.866 -0.1282 0.1595 0.0476 0.0009
C 1.846 3.088 -3.711 -0.0425 0.1734 -0.1654 0.0026
C -4.636 0.103 -1.755 0.0451 0.1978 -0.0733 0.0008
C -4.776 1.814 0.790 -0.1759 0.1415 -0.0739 0.0027
H 1.146 3.768 -4.217 0.2096 -0.0377 0.1113 0.0000
H 2.698 2.918 -4.382 -0.1376 0.0865 0.1134 0.0004
H 2.208 3.584 -2.804 -0.0609 -0.0753 -0.1947 0.0000
H -0.550 0.011 -4.715 0.1149 0.2295 -0.0585 0.0001
H 0.558 0.940 -5.760 -0.1594 -0.0161 0.1917 0.0002
H -0.868 1.736 -5.048 0.1468 -0.2099 -0.0302 0.0003
H -5.149 2.568 0.082 0.0354 -0.0753 0.2216 0.0000
H -4.213 2.331 1.575 -0.1297 -0.0877 -0.1455 0.0000
H -5.643 1.321 1.248 0.1277 0.1352 -0.0585 0.0004
H -4.733 0.978 -2.414 -0.0225 -0.2435 0.0838 0.0003
H -5.645 -0.271 -1.529 0.2307 0.0601 -0.0733 0.0002
H -4.087 -0.681 -2.294 -0.1516 0.1781 0.1239 0.0001
C 2.153 0.058 -3.010 0.3528 0.3543 -0.4653 -0.0040
C -3.459 -1.021 0.822 -0.6349 0.1698 0.1984 -0.0040
P 2.445 -0.029 -1.221 -0.3249 0.2878 0.1404 0.0986
H 3.092 0.202 -3.568 -0.2745 -0.2107 0.0237 -0.0005
H 1.694 -0.886 -3.344 0.0838 0.2434 0.1276 0.0001
P -1.907 -0.864 1.751 0.1598 0.3708 -0.1728 0.0997
H -3.369 -1.862 0.117 0.0281 0.2354 0.1674 0.0001
H -4.313 -1.217 1.489 0.1668 -0.1280 -0.2774 -0.0005
C -1.664 -2.460 2.664 -0.0415 0.1073 0.1924 0.0271
C -2.355 0.376 3.100 0.0031 -0.3665 -0.4196 0.0132
C 3.501 1.500 -0.899 -0.2939 -0.4163 -0.2143 0.0129
C 3.602 -1.450 -0.933 0.1579 0.1485 0.0540 0.0269
C 2.866 -2.672 -0.374 0.1144 -0.1740 0.1105 0.0025
H 4.291 -1.080 -0.154 -0.1400 -0.1421 -0.1748 0.0007
C 4.406 -1.836 -2.171 0.2616 -0.2026 0.0520 0.0075
H 3.754 -2.221 -2.964 0.1261 0.0578 0.1371 0.0002
H 5.106 -2.633 -1.891 -0.0711 0.0499 -0.1567 0.0021
H 4.994 -1.007 -2.574 -0.1371 -0.1346 0.0016 0.0002
H 2.356 -2.457 0.574 0.0554 -0.0028 -0.2660 -0.0004
H 3.605 -3.461 -0.168 -0.2138 0.1281 -0.0658 -0.0001
H 2.140 -3.070 -1.098 0.1581 0.1268 0.1848 0.0009
H 2.847 2.327 -1.220 0.2279 -0.1795 0.0745 -0.0001
C 4.783 1.533 -1.728 0.2045 0.3579 0.0225 0.0053
C 3.824 1.686 0.589 -0.0391 0.0572 -0.0023 0.0017
H 4.614 1.438 -2.807 0.0096 -0.0409 0.2269 0.0002
H 5.486 0.754 -1.405 -0.1489 0.1680 -0.0654 0.0002
H 5.271 2.505 -1.563 0.0203 -0.2042 -0.0782 0.0014
H 2.935 1.931 1.179 0.1799 -0.1252 -0.1380 0.0003
H 4.534 2.518 0.696 -0.1028 -0.1797 0.0211 0.0000
H 4.283 0.789 1.025 -0.1048 0.2250 -0.0520 0.0002
H -2.639 1.274 2.529 0.0391 -0.2127 0.2043 -0.0001
C -1.159 0.727 3.993 0.0027 0.0713 -0.0334 0.0017
C -3.542 -0.064 3.955 -0.1425 0.2949 0.2455 0.0054
H -4.442 -0.297 3.373 0.2154 -0.0017 0.0917 0.0002
H -3.800 0.763 4.631 -0.0281 -0.2103 -0.0440 0.0015
H -3.284 -0.930 4.578 -0.0507 0.1840 -0.1267 0.0002
H -0.384 1.279 3.451 -0.1588 -0.1863 0.0948 0.0003
H -0.695 -0.168 4.429 -0.0669 0.2304 -0.0787 0.0002
H -1.507 1.366 4.817 0.0974 -0.1432 -0.1126 0.0000
C -0.599 -3.336 1.996 0.1055 -0.1750 0.1120 0.0025
C -2.956 -3.251 2.855 0.0127 -0.2491 0.2221 0.0076
H -1.281 -2.148 3.651 -0.0770 -0.1297 -0.2183 0.0007
H -3.361 -3.589 1.894 0.0676 0.0471 0.1760 0.0002
H -3.730 -2.684 3.380 0.0819 -0.0910 -0.1485 0.0002
H -2.729 -4.138 3.460 -0.1323 0.0388 -0.1159 0.0021
H -0.912 -3.653 0.991 0.0835 0.1119 0.2375 0.0009
H -0.455 -4.239 2.607 -0.0216 0.1647 -0.1962 -0.0001
H 0.376 -2.834 1.934 -0.2569 -0.0654 -0.0504 -0.0004
C 1.050 0.065 1.552 0.6877 -1.3365 0.6404 0.3596
H 1.249 0.986 2.094 -0.2367 0.0742 -0.3295 0.0185
H 0.364 -0.647 2.056 0.8910 0.6285 -0.0835 0.0384
H 1.913 -0.356 0.995 -0.5322 0.3626 0.8891 0.0383
C -0.471 -1.668 -1.162 -0.2093 -1.2307 -0.6426 0.0812
H 0.050 -2.475 -0.634 -0.1186 -0.1136 -0.2073 0.0334
H -0.099 -1.630 -2.193 -0.0453 -0.2951 0.0054 0.0038
H -1.540 -1.910 -1.202 0.0986 -0.2681 -0.0943 0.0036
```
Positions in Å, forces in eV/Å.

Summary:
Electronic energy, Eh: -2784.44052
LUMO level (spin up / spin down), eV: 0.5441 / -0.8887
Energy relative to the best compared isomer or geometry (same formula, charge and spin), kJ/mol: 0.00
Expectation value of S²: 3.77
Spin multiplicity: 4
Orbital gap (spin up / spin down), eV: 5.13 / 6.15



3.
Computed, not measured: C11H9AlF7N as an isolated structure in a non-equilibrium geometry, with wB97M-V/def2-TZVPD.

The geometry in XYZ format:
```
29
Properties=species:S:1:pos:R:3:forces:R:3:mulliken_charge:R:1
C 2.215 -3.469 0.448 -0.4507 0.9334 0.2002 -0.0507
C 2.307 -2.250 0.561 -1.3869 0.8085 0.8822 -0.7311
C 1.957 -0.780 0.893 -0.4784 1.2819 -0.2488 0.7169
C 2.701 0.059 1.896 -2.4748 1.5489 -1.2746 -0.5799
C 2.210 1.461 2.141 0.3054 -2.8670 -0.9118 -0.2682
N 1.102 1.969 1.453 0.2323 -1.7202 -0.7450 0.0336
C 0.356 1.256 0.481 1.2034 -2.4523 0.1204 0.1888
C -0.897 1.853 -0.272 0.3105 -0.5953 0.2013 -0.7748
C -2.147 0.868 -0.133 0.3579 -1.1328 0.9947 -0.5677
C -2.758 0.898 1.334 -0.4185 -1.2824 -0.4937 0.2958
F -1.934 1.243 2.448 -1.6193 1.2969 -2.0434 -0.2632
C -4.125 0.555 1.515 1.8698 0.6705 0.4951 0.2147
F -5.063 1.561 1.705 0.9976 -3.0712 1.1424 -0.1847
F -4.461 -0.800 1.470 -0.7851 3.4590 -1.2544 -0.1716
C 0.768 -0.138 0.175 1.7702 0.4758 1.8863 0.0944
H 1.983 -4.570 0.376 0.7503 1.9407 -0.0550 0.3618
H 3.585 -0.347 2.462 -1.1792 0.6373 -0.7360 0.4015
H 2.722 2.117 2.912 -0.9266 -0.8286 -1.2799 0.3444
H 0.788 2.927 1.651 0.2782 -0.6376 -0.0161 0.2999
H -0.608 1.919 -1.368 -0.3961 -0.1508 1.2967 0.3861
H -1.203 2.884 0.074 0.5875 -1.0973 -0.1719 0.3547
H -1.880 -0.211 -0.405 -0.1119 1.5594 0.0539 0.3223
H -2.963 1.211 -0.830 1.0303 -0.3159 0.7405 0.4332
H 0.255 -0.817 -0.582 0.6357 1.4010 0.7837 0.1483
F 2.321 -2.936 -3.553 -1.1837 0.9889 -0.2384 -0.4414
Al 1.020 -1.882 -4.087 0.2488 -0.3762 -0.7979 0.6938
F 1.659 -0.648 -5.159 -0.6130 -0.9964 1.1277 -0.4439
F 0.290 -1.107 -2.678 0.4114 -0.3868 -0.5692 -0.3736
F -0.199 -2.824 -4.927 1.0349 0.9088 0.9111 -0.4396
```
Positions in Å, forces in eV/Å.

Summary:
Electronic energy, Eh: -1420.76715
LUMO level, eV: -2.3942
Orbital gap, eV: 6.73



4.
Computed, not measured: a 3-piece molecular cluster, C18H37BN2OS overall in a non-equilibrium geometry, with wB97M-V/def2-TZVPD.

The geometry in XYZ format:
```
60
Properties=species:S:1:pos:R:3:forces:R:3:mulliken_charge:R:1
C -3.140 4.383 2.077 0.1788 0.3259 0.1677 -1.3157
C -2.040 5.384 2.465 -0.0807 -0.3449 0.1949 -0.2034
B -0.661 4.672 2.582 -0.2197 -0.1863 -0.2056 0.2057
O -0.121 4.114 1.449 -0.3616 0.6254 -0.0330 -0.5389
C 0.214 4.479 3.931 0.3486 1.1331 -0.3703 1.3142
S -0.464 5.253 5.438 -0.1532 -0.0783 0.2834 -0.1981
C 0.285 3.068 4.194 -0.2156 -2.0305 0.6938 -0.5143
N 0.291 1.936 4.444 0.0262 1.3300 -0.3408 -0.5077
C 1.657 5.044 3.647 -0.5211 -0.4991 0.5002 -1.0368
C 2.572 4.060 3.128 1.2867 -0.7126 -1.0376 0.3363
N 3.371 3.376 2.654 -0.6772 0.3392 0.3926 -0.4528
H -3.221 3.604 2.818 -0.0247 -0.4106 0.1813 0.3451
H -2.938 3.955 1.113 0.0509 -0.3438 -0.4112 0.3262
H -4.091 4.888 2.042 -0.3859 0.1551 -0.1059 0.3909
H -2.355 5.878 3.368 -0.0330 0.2539 0.4175 0.2642
H -1.976 6.139 1.687 0.1022 0.2055 -0.2547 0.2868
H 0.724 4.495 1.212 0.5769 -0.5315 -0.1645 0.2623
H -0.816 6.427 4.901 0.0458 -0.0030 -0.1457 0.1384
H 2.062 5.382 4.584 0.1723 0.3108 0.4437 0.5307
H 1.639 5.879 2.966 -0.1303 0.4453 -0.1880 0.3702
C 2.451 -3.158 1.264 -0.1249 -0.0016 -0.0347 -1.4511
C 1.896 -2.423 0.047 0.1056 -0.0878 -0.0213 0.2481
C 2.602 -1.101 -0.242 -0.0266 0.0419 -0.0409 -0.9592
C 2.483 -0.054 0.866 0.0026 -0.0304 0.0049 -0.7484
C 1.051 0.314 1.244 0.0292 0.1273 -0.0596 0.3389
C 0.256 0.930 0.095 -0.0398 -0.1042 0.1028 -0.9194
H 2.322 -2.579 2.179 0.0226 0.0092 0.0090 0.3125
H 1.939 -4.111 1.405 0.0219 -0.0146 0.0197 0.4139
H 3.515 -3.366 1.139 0.0210 0.0251 0.0210 0.3058
H 0.822 -2.257 0.177 0.0025 0.0268 -0.0051 0.0020
H 1.999 -3.068 -0.830 -0.0465 0.0008 -0.0151 0.3333
H 2.209 -0.689 -1.177 0.0046 0.0066 0.0023 0.3109
H 3.663 -1.297 -0.425 0.0040 -0.0236 -0.0005 0.4191
H 3.010 0.850 0.548 -0.0069 0.0246 0.0239 0.3902
H 3.006 -0.403 1.760 0.0105 -0.0028 0.0006 0.3126
H 1.087 1.027 2.071 -0.0176 -0.0427 0.0102 -0.2695
H 0.521 -0.564 1.625 0.0137 -0.0060 0.0221 0.3088
H 0.749 1.831 -0.276 0.0058 -0.0008 -0.0454 0.1545
H -0.744 1.211 0.429 -0.0098 0.0407 -0.0315 0.3132
H 0.142 0.235 -0.739 0.0149 0.0122 -0.0150 0.1812
C -0.719 -5.398 -5.233 -0.1178 -0.0054 0.0257 -1.1785
C -1.706 -4.253 -5.026 0.0817 -0.0149 -0.0702 -0.4233
C -1.053 -2.974 -4.504 -0.0617 0.0432 0.0280 -0.8558
C -0.385 -3.105 -3.135 0.0807 -0.0506 -0.0070 -0.1936
C -1.301 -3.577 -2.008 -0.0312 0.1173 0.0502 -0.3975
C -2.456 -2.622 -1.725 0.0070 -0.1169 0.0217 -1.1519
H -0.248 -5.700 -4.297 0.0218 0.0027 -0.0009 0.2736
H -1.225 -6.274 -5.641 0.0269 -0.0176 -0.0104 0.3820
H 0.069 -5.111 -5.932 0.0327 0.0057 0.0174 0.2912
H -2.502 -4.573 -4.349 -0.0040 0.0196 0.0138 0.2304
H -2.190 -4.028 -5.979 -0.0315 -0.0017 0.0072 0.3777
H -1.805 -2.181 -4.469 0.0038 0.0059 0.0107 0.3606
H -0.300 -2.640 -5.225 0.0015 -0.0090 -0.0162 0.3798
H 0.039 -2.133 -2.862 0.0015 0.0015 0.0274 0.0206
H 0.465 -3.790 -3.209 0.0095 0.0088 -0.0088 0.3927
H -0.701 -3.681 -1.100 0.0088 -0.0442 -0.0013 0.2491
H -1.694 -4.574 -2.229 0.0188 -0.0075 -0.0262 0.3503
H -2.084 -1.628 -1.465 -0.0035 0.0220 -0.0263 0.1719
H -3.057 -2.982 -0.888 -0.0173 0.0310 0.0081 0.3939
H -3.120 -2.523 -2.585 0.0003 0.0258 -0.0082 0.3262
```
Positions in Å, forces in eV/Å.

Summary:
Electronic energy, Eh: -1315.84833
LUMO level, eV: -0.0713
Orbital gap, eV: 10.00
Structure (SMILES): CCB(O)[C@@](S)(C#N)CC#N.CCCCCC.CCCCCC